Entry 1:
{"formula": "C7H10O3", "method": "ωB97M-V/def2-TZVPD", "smiles": "C=C(C(=O)O)[C@@H](C)C(C)=O", "multiplicity": 1, "energy_ha": -498.3936, "species": ["O", "O", "O", "C", "C", "C", "C", "C", "C", "C", "H", "H", "H", "H", "H", "H", "H", "H", "H", "H"], "xyz": [[-1.6169, -1.6579, -0.0665], [-0.7573, 0.3688, 2.1770], [-1.1963, 2.2017, 0.9718], [0.7554, 0.6871, 0.2587], [1.5503, 1.7160, -0.0082], [1.1285, -1.7792, 0.5273], [-0.9666, -0.7399, -0.5609], [0.6164, -0.6478, -0.3384], [-1.4958, 0.0685, -1.7260], [-0.6405, 1.1290, 1.0752], [1.3672, 2.7040, 0.4037], [1.0787, -0.6840, -1.3313], [-1.7305, -0.6182, -2.5428], [1.1516, -1.7112, 1.6218], [0.6799, -2.7796, 0.5233], [-1.3542, 0.8579, 2.7764], [2.1643, -2.0965, 0.3537], [-2.3980, 0.5965, -1.4129], [-0.7711, 0.8044, -2.0772], [2.4349, 1.5806, -0.6250]], "forces_ev_per_angstrom": [[0.9, 2.1, -0.4], [-0.5, 0.0, 0.0], [0.1, -1.3, -0.6], [-3.1, 2.4, 0.6], [0.2, -0.5, 0.1], [1.3, -2.1, 1.5], [0.6, -3.4, -1.1], [-1.3, -1.1, 0.4], [-0.1, 0.6, 0.5], [3.4, 1.6, 0.9], [0.0, -0.2, -0.1], [-0.1, 0.0, 0.1], [0.0, 0.0, 0.2], [-0.4, 1.3, -0.1], [-0.9, 0.4, -1.1], [0.0, -0.3, -0.2], [0.1, 0.8, -0.5], [-0.1, -0.1, -0.2], [0.0, 0.0, 0.1], [0.0, 0.0, 0.1]]}

Entry 2:
{"formula": "C44H48CsN6O2PS4", "method": "ωB97M-V/def2-TZVPD", "multiplicity": 1, "energy_ha": -4138.6244, "species": ["Cs", "S", "S", "S", "S", "P", "O", "O", "N", "N", "N", "N", "N", "N", "C", "C", "C", "C", "C", "C", "C", "C", "C", "C", "C", "C", "C", "C", "C", "C", "C", "C", "C", "C", "C", "C", "C", "C", "C", "C", "C", "C", "C", "C", "C", "C", "C", "C", "C", "C", "C", "C", "C", "C", "C", "C", "C", "C", "H", "H", "H", "H", "H", "H", "H", "H", "H", "H", "H", "H", "H", "H", "H", "H", "H", "H", "H", "H", "H", "H", "H", "H", "H", "H", "H", "H", "H", "H", "H", "H", "H", "H", "H", "H", "H", "H", "H", "H", "H", "H", "H", "H", "H", "H", "H", "H"], "xyz": [[-0.7687, 1.2053, -0.5353], [-2.3944, -1.3219, -2.6352], [-0.4320, -2.3795, -4.3342], [-3.0028, 3.7400, -1.2445], [-1.8290, 0.4604, -4.9225], [3.5788, -1.9653, -0.8880], [-2.2888, 4.3879, -2.3174], [-3.2674, 2.3017, -1.4193], [-2.0990, 3.7823, 0.0956], [2.5451, -0.9499, 3.3151], [3.0585, -0.9505, 5.7589], [-2.4229, -0.0346, 1.4642], [0.0695, 3.2727, 1.6795], [-4.4193, -0.8705, 2.0479], [-5.5522, 4.4913, -1.9679], [-0.9250, -1.9494, -5.9835], [4.8130, -1.7574, -3.3686], [-3.4818, -1.4535, 2.9137], [-6.0660, 5.4742, 0.5724], [4.4481, -1.1649, 0.5517], [1.1471, 3.0064, 2.4486], [3.5696, -5.9926, -0.4984], [-1.2450, 4.8221, 0.3704], [1.8828, 5.2920, 2.3844], [2.8649, -3.7876, 1.0561], [-2.3688, -3.0990, 4.2929], [-0.1261, 4.5171, 1.2336], [-1.1463, -2.4821, 3.9640], [7.1732, -2.1564, -3.7899], [-0.5230, 7.1665, 0.2461], [3.0302, 0.3455, 6.4081], [-3.8686, -0.7007, -3.4751], [0.7506, 5.6050, 1.5977], [0.5022, 6.8961, 1.2163], [-3.5603, -2.5724, 3.7481], [-4.8349, 4.9486, 0.3105], [-1.8462, -0.7567, -6.2764], [2.7999, -5.0705, 1.5282], [3.4531, -2.1868, 6.4775], [3.4200, -3.6024, -0.1960], [5.9145, -1.7854, -4.2088], [4.9710, -2.1821, -2.0147], [-7.0616, 5.4733, -0.3769], [-2.2261, -0.8584, 2.5380], [7.3334, -2.6132, -2.4730], [2.0510, 4.0111, 2.8386], [-1.6206, -3.7167, -3.7999], [2.8022, -0.9862, 4.4664], [6.2628, -2.6016, -1.5792], [-1.0524, -1.3759, 3.1509], [-3.7215, -0.0703, 1.2150], [-3.5476, 0.4500, -4.4172], [-1.3384, 6.1450, -0.1821], [3.7367, -4.6924, -1.0055], [-2.5327, -3.1249, -2.7575], [-6.8018, 4.9220, -1.6707], [3.0482, -6.1995, 0.7762], [-4.5798, 4.4664, -0.9753], [-4.2457, 0.6643, 0.5915], [-4.5430, -0.4811, -2.6352], [2.1056, 0.8407, 6.1468], [1.0991, 7.7098, 1.5731], [-2.3036, -3.9286, 4.9729], [4.1507, -4.6009, -2.0148], [-4.5431, -2.9925, 4.0758], [2.6644, -2.9722, 1.7736], [-7.5616, 4.8703, -2.4313], [3.8412, -1.3797, -3.6641], [-2.0116, 6.2386, -1.0450], [-2.1531, -4.0602, -4.7069], [-4.1946, 0.4665, -5.2963], [6.3210, -3.0126, -0.5591], [4.4944, -2.4426, 6.2867], [-3.5692, -3.4216, -2.9442], [-0.6050, 8.1472, -0.2346], [5.7457, -1.5410, -5.3027], [-4.0524, 4.9256, 1.0437], [-3.6967, 1.4228, -3.8832], [2.8486, -3.0273, 6.1625], [0.0338, -1.7696, -6.4885], [-6.2482, 5.8947, 1.5528], [2.7834, -7.2322, 1.1298], [-1.5060, -0.2826, -7.1998], [-0.2181, -2.9196, 4.3462], [3.3302, -1.9824, 7.5646], [3.0548, 0.1429, 7.4862], [3.8204, -1.1972, 1.4330], [-2.9125, -1.1034, -6.4070], [-0.9418, -4.5229, -3.4635], [-0.0914, -0.9643, 2.8564], [5.3718, -1.7533, 0.7169], [-8.0377, 5.8439, -0.1177], [-5.3356, 4.0733, -2.9519], [2.5258, -5.2571, 2.5990], [-2.2155, -3.4816, -1.7536], [-5.3896, -1.0238, 1.9282], [-4.2713, -1.5202, -4.0606], [1.2460, 1.9939, 2.8260], [4.7179, -0.1160, 0.3578], [2.4563, 6.1329, 2.7712], [8.3167, -2.9539, -2.0965], [-1.3649, -2.8672, -6.3900], [3.9706, -6.9135, -1.0065], [2.8783, 3.7138, 3.4772], [3.9044, 0.9550, 6.1353], [8.0555, -2.0870, -4.5078]], "forces_ev_per_angstrom": [[0.7, -0.1, -0.3], [-0.9, -0.1, 1.3], [1.1, -1.4, 0.0], [2.5, -1.3, 1.5], [0.2, 1.0, -1.0], [-0.4, 1.4, 0.3], [-0.8, 0.2, -0.9], [-0.7, 0.6, -0.4], [-1.0, 0.2, -0.6], [0.5, -0.2, 2.5], [0.0, -1.0, 0.0], [-0.9, 0.5, 0.0], [1.5, -1.4, 1.0], [1.4, -0.2, 0.5], [1.1, -1.0, -0.5], [0.1, -0.4, -0.9], [0.4, -0.6, 2.0], [0.6, -0.2, -0.6], [-0.8, 0.6, 0.6], [0.6, -0.2, -0.5], [-1.7, 0.9, -1.0], [0.6, -1.0, -0.3], [-0.1, 0.7, -0.6], [-0.6, -0.1, 0.9], [0.9, 0.3, 1.0], [-0.4, 1.5, -0.9], [0.0, 1.7, -0.2], [0.3, -0.1, 0.3], [1.2, -0.3, -0.2], [1.8, -0.1, 1.3], [0.5, -0.2, 0.5], [-0.3, -0.7, 0.5], [0.0, -1.4, 0.4], [-2.1, 1.8, -2.4], [-0.3, -0.7, 1.4], [0.8, -0.4, -1.3], [-1.0, -0.5, 0.6], [-1.3, -1.2, 2.5], [0.1, 1.0, 0.4], [-0.3, -0.1, -1.1], [-0.7, 0.5, -2.3], [1.4, 0.6, -1.3], [0.1, -0.8, -1.4], [-1.0, -2.1, 0.9], [0.5, 0.1, 0.6], [0.5, -0.2, -0.1], [1.4, 0.7, -1.5], [-0.6, 0.1, -2.4], [-1.2, -0.3, -0.6], [-0.4, 0.6, -1.1], [0.7, 1.4, 0.3], [-0.1, 1.3, 0.8], [-0.5, -2.0, -0.1], [0.2, -1.5, 0.4], [-0.3, -0.1, 1.3], [-1.1, 1.2, 1.5], [0.0, -0.6, -0.6], [0.1, 0.4, 0.9], [0.4, -0.6, -0.2], [-0.2, 0.4, -0.8], [-0.1, 0.3, 0.0], [0.4, 0.2, 0.1], [-0.5, -0.3, 0.1], [-0.1, 0.3, 0.5], [0.9, 0.3, -0.6], [0.0, -0.3, -0.8], [-0.3, 0.1, 0.0], [0.1, -0.1, -0.3], [0.2, 0.4, 0.7], [0.2, 0.1, 0.5], [0.0, -0.1, 0.1], [0.4, 0.3, -0.6], [0.1, 0.1, 0.0], [0.1, 0.1, 0.3], [0.0, -0.3, 0.5], [0.3, -0.1, 1.4], [0.2, -0.1, 0.2], [0.2, -0.7, -0.4], [-0.3, 0.0, 0.0], [-0.3, -0.2, 0.0], [-0.1, 0.0, 0.0], [0.7, 1.2, -0.2], [-0.2, 0.0, 0.1], [-0.3, 0.2, 0.0], [0.0, -0.3, -0.8], [-0.1, 0.3, -0.3], [-0.1, 0.0, 0.1], [1.1, 0.4, 0.1], [-0.7, 0.3, 0.1], [0.0, -0.1, 0.2], [-0.4, 0.5, 0.2], [-0.2, 0.1, -0.1], [0.1, 0.2, 0.2], [-0.1, 0.4, -1.0], [-0.5, 0.1, -0.6], [-0.7, -0.3, 0.3], [-0.2, -0.3, 0.1], [0.0, 0.0, -0.2], [-0.1, -0.4, -0.1], [0.3, -0.3, -0.3], [-0.6, 0.3, -0.4], [0.2, 0.2, -0.3], [-0.7, 1.2, 0.0], [0.0, 0.2, 0.0], [-0.3, -0.1, 0.1], [-1.3, -0.3, 1.1]]}

Entry 3:
{"formula": "C5H8OSi", "method": "ωB97M-V/def2-TZVPD", "smiles": "OC[SiH]1C=CC=C1", "multiplicity": 1, "energy_ha": -559.9221, "species": ["Si", "O", "C", "C", "C", "C", "C", "H", "H", "H", "H", "H", "H", "H", "H"], "xyz": [[-0.0889, -1.2444, 0.1153], [-2.1012, 0.8310, 0.4414], [0.9234, 0.1098, 1.0377], [1.5432, 0.9483, 0.1679], [-1.8997, -0.5620, 0.7281], [0.8078, -0.4069, -1.6415], [1.5280, 0.6742, -1.2196], [1.0973, 0.2217, 2.1228], [-0.3603, -2.6458, -0.2917], [1.7016, 1.9862, 0.4120], [-2.6194, -1.0564, 0.1666], [-1.8908, -0.7049, 1.8614], [0.6248, -0.7582, -2.7045], [-1.2843, 1.1818, 0.6687], [2.0187, 1.4257, -1.8647]], "forces_ev_per_angstrom": [[-0.1, 3.2, -2.2], [-1.8, -1.6, -0.3], [1.5, -1.2, 0.8], [-2.0, 0.1, 1.8], [2.7, 0.9, 0.8], [-1.0, -0.3, 1.0], [-0.8, -1.2, -3.0], [-0.7, 0.2, -0.6], [0.7, -0.3, 0.9], [0.9, 0.1, 0.6], [-1.6, -1.3, -0.3], [-0.5, -0.3, -1.4], [0.5, 0.8, 1.4], [2.3, 1.8, 0.5], [-0.2, -0.7, 0.1]]}

Entry 4:
{"formula": "C2H6O3S", "method": "ωB97M-V/def2-TZVPD", "smiles": "CC(O)(O)SO", "multiplicity": 1, "energy_ha": -703.6419, "species": ["S", "O", "O", "O", "C", "C", "H", "H", "H", "H", "H", "H"], "xyz": [[1.8315, -0.7642, -0.2477], [0.2740, 0.6953, 1.2938], [0.0921, 1.0979, -1.0788], [2.7062, 0.5042, 0.4042], [-0.8213, -1.1177, -0.0649], [0.2262, -0.0714, 0.1912], [-0.7174, -1.2117, -1.1732], [-0.5012, 1.7779, -0.7417], [-1.7496, -0.7446, 0.1943], [-0.5147, -2.1137, 0.5033], [1.0086, 1.3102, 1.3024], [2.6551, 1.0180, -0.4028]], "forces_ev_per_angstrom": [[-0.1, -0.6, 0.9], [-1.9, -1.0, 0.9], [0.2, -2.1, 1.8], [0.0, -0.5, -0.8], [2.9, -1.6, 0.1], [1.2, 2.7, -2.8], [-0.5, -0.4, 0.9], [-0.1, -0.1, 0.2], [-2.1, 0.4, 0.5], [-0.9, 2.1, -1.2], [0.6, -0.2, -0.4], [0.6, 1.3, -0.1]]}

For reference, ΔE to the lowest compared entry with this formula, charge and spin by record: 30.83; 36.37; 62.36; 44.59 kcal/mol.